1.
{
  "formula": "C4H11N2O",
  "method": "wB97M-V/def2-TZVPD",
  "symbols": ["H", "H", "H", "H", "H", "H", "H", "C", "C", "H", "C", "N", "N", "H", "O", "C", "H", "H"],
  "positions_angstrom": [[1.5178, -0.7521, -1.7212], [-0.9273, -2.1658, 0.4703], [-0.0470, 1.9650, 1.0775], [3.4886, -0.3648, -0.5848], [-2.8117, 0.6526, 0.0869], [-1.0971, -0.6398, 1.5323], [-0.0868, 1.1928, -1.1060], [1.5331, -0.0296, -0.9041], [-1.4297, -1.2586, 0.6204], [2.5506, 0.6042, 0.5901], [-1.3136, -0.2741, -0.5315], [0.6320, 1.2955, 0.7719], [2.5762, 0.0245, -0.1931], [-2.4530, -1.4783, 0.8865], [-2.2081, 0.7188, -0.5887], [0.2634, 0.5454, -0.3992], [1.0292, 0.8252, 1.4780], [-1.2167, -0.8608, -1.4853]],
  "mulliken_charge": [0.37, 0.34, 0.23, 0.31, 0.34, 0.31, 0.43, -0.06, -1.29, 0.23, 0.14, -0.71, -0.16, 0.41, -0.47, 0.09, 0.16, 0.32],
  "homo_lumo_gap_ev": 8.876,
  "charge": 1,
  "e_homo_ev": -13.47,
  "smiles": "C[C@@H](O)[C@@H](N)C=[NH2+]",
  "lumo_energy_ev": -4.594,
  "fmax_ev_per_a": 4.23
}


2.
{
  "formula": "C2H8N2O2",
  "method": "wB97M-V/def2-TZVPD",
  "symbols": ["O", "H", "O", "H", "C", "H", "H", "H", "H", "H", "N", "C", "N", "H"],
  "positions_angstrom": [[-0.3645, -1.0109, 0.8889], [2.1773, -0.6968, -0.4702], [-0.4487, 1.0685, 0.0223], [-1.3456, 0.1063, 2.8298], [1.7021, -0.9892, -1.4005], [2.4736, -1.2613, -2.1256], [0.1329, -0.2143, -2.5267], [-1.3239, 1.6208, 2.1660], [0.1782, 0.5403, -0.8282], [1.0830, -1.8557, -1.2055], [0.8387, 0.1068, -1.8813], [-0.7264, 0.1557, 0.9212], [-1.4660, 0.6437, 1.9848], [1.3548, 0.8825, -2.2696]],
  "mulliken_charge": [-0.64, 0.28, -0.67, 0.26, -0.77, 0.33, 0.30, 0.23, 0.42, 0.30, -0.47, 0.66, -0.52, 0.29],
  "homo_lumo_gap_ev": 10.068,
  "e_homo_ev": -9.40,
  "lumo_energy_ev": 0.673,
  "fmax_ev_per_a": 1.39
}


3.
{
  "formula": "C37H41AuN5O2",
  "method": "wB97M-V/def2-TZVPD",
  "symbols": ["C", "C", "H", "H", "H", "N", "H", "H", "N", "C", "C", "C", "C", "H", "H", "H", "C", "H", "H", "C", "C", "O", "C", "C", "C", "H", "C", "C", "H", "C", "C", "H", "H", "H", "H", "C", "H", "H", "C", "C", "H", "H", "H", "C", "H", "H", "C", "C", "H", "C", "C", "H", "C", "C", "O", "H", "H", "C", "N", "N", "C", "H", "C", "H", "C", "C", "H", "H", "C", "H", "Au", "C", "H", "H", "H", "C", "H", "H", "C", "H", "H", "H", "H", "C", "C", "N"],
  "positions_angstrom": [[-4.1540, 0.2851, -0.5959], [-3.5078, 2.6138, 0.1638], [-2.5563, 2.2967, 0.5916], [-5.8103, 0.6310, -1.8936], [-5.3588, -1.3026, -3.3474], [0.1029, -0.4216, 2.1179], [2.3545, -0.0228, 4.5268], [-0.6831, 5.6006, -1.5862], [-0.1872, 2.7412, 0.0992], [-0.0873, 5.4889, 0.4771], [4.8237, -3.3977, 1.2631], [-2.8325, -1.7216, -1.1272], [-3.0650, -0.5724, -0.3308], [1.2775, 0.4812, -3.7772], [-1.8768, -0.9407, 4.7245], [0.1335, -3.3637, -1.8120], [-3.6675, -1.9604, -2.2103], [3.4022, -1.9333, 1.7922], [-3.8568, 3.4878, 0.7187], [-0.4792, 3.5835, -0.8985], [0.2113, 4.6168, 1.5158], [3.5197, 0.3595, 2.1865], [0.9551, 0.9891, -2.8663], [-0.4376, 4.9580, -0.7516], [2.8883, 2.6059, -2.7254], [-3.8631, 1.0814, 2.3079], [-2.2333, -0.8610, 1.9436], [0.2468, -0.4847, 4.8149], [2.1689, -4.0376, 1.4870], [0.1523, 3.2501, 1.2808], [3.0181, -0.4393, -0.5052], [3.8251, 2.8471, -2.2227], [-5.4217, 1.8928, 2.1882], [4.9908, -4.1800, 0.5196], [2.5470, -4.0292, -0.2420], [-1.7026, -2.6986, -0.8591], [-0.0467, 6.5584, 0.6360], [0.3428, 1.8445, -3.1600], [4.8180, -1.2504, -2.4518], [-0.9674, -0.7204, 4.1820], [-1.1939, -2.4083, 0.0597], [-3.3464, 2.9125, -0.8754], [-1.1357, -2.9116, -2.9522], [3.0678, 0.2591, -1.7625], [5.5253, -1.5605, -3.2110], [-3.4967, -2.8281, -2.8381], [2.1657, 1.4446, -2.0393], [2.4329, 0.0572, 1.7586], [0.3825, 2.5526, 2.0801], [3.8521, -1.6100, -0.2729], [0.5753, 5.0896, 2.8301], [3.1066, 2.3892, -3.7729], [4.7390, -1.9675, -1.2574], [-0.6754, -2.6552, -1.9952], [-3.1689, -1.4972, 2.3767], [0.3045, -0.5092, 5.8950], [1.4991, -2.7760, 0.4418], [2.3802, -3.3930, 0.6310], [-2.1708, -0.2698, 0.7114], [0.8547, 5.4467, 3.8857], [-2.2314, -4.1197, -0.6484], [5.7354, -2.8061, 1.3595], [-1.0011, -0.6552, 2.7993], [0.3176, 0.2865, -2.3151], [3.6187, -2.5287, 0.9127], [-4.7178, -1.1081, -2.4962], [1.8048, 1.8124, -1.0769], [-2.9758, -4.1415, 0.1482], [-4.5249, 1.4780, 0.2671], [-0.7675, 3.1334, -1.8399], [-0.2078, 0.3069, 0.0850], [1.3933, -0.2123, 4.0691], [-1.4135, -4.7895, -0.3719], [-5.2914, 0.1626, 1.8422], [-5.4641, 1.8460, -0.1497], [-4.9613, -0.0093, -1.6834], [-0.2343, -1.6549, -2.0994], [4.6429, -3.8957, 2.2165], [-4.7914, 1.1252, 1.7355], [4.0719, 0.3776, -3.6323], [-2.6905, -4.5137, -1.5577], [5.3718, -2.8345, -1.1211], [2.2554, 3.4951, -2.7075], [1.2770, -0.1931, 2.6941], [3.9831, -0.1580, -2.6966], [2.1196, -0.0442, 0.4000]],
  "mulliken_charge": [0.52, -1.10, -0.08, 0.45, 0.38, 0.14, 0.62, 0.52, 0.12, -0.25, -2.05, 1.05, -0.16, 0.43, 0.60, 0.35, -0.63, -0.03, 0.46, -0.55, 0.03, -0.61, -0.89, -1.16, -1.80, 0.26, -0.16, -0.68, 0.41, -0.19, -0.59, 0.41, 0.47, 0.41, 0.34, 1.30, 0.54, 0.35, -1.44, -0.67, -0.25, 0.39, 0.43, 0.42, 0.41, 0.40, 1.66, -0.75, 0.62, 0.51, -0.37, 0.41, -0.40, -1.09, -0.60, 0.47, -0.07, -1.00, 0.63, -0.44, -1.69, 0.43, 0.14, -0.30, 1.57, -1.48, -0.27, 0.40, 0.32, 0.67, 2.42, -0.87, 0.44, 0.37, 0.72, -1.33, 0.01, 0.47, -1.57, 0.40, 0.32, 0.39, 0.42, 0.56, -0.37, 0.32],
  "homo_lumo_gap_ev": [7.658, 5.678],
  "charge": 1,
  "multiplicity": 3,
  "e_homo_ev": [-10.92, -11.22],
  "lumo_energy_ev": [-3.263, -5.542],
  "fmax_ev_per_a": 0.74
}


4.
{
  "formula": "C4H6O5Tl",
  "method": "wB97M-V/def2-TZVPD",
  "symbols": ["O", "O", "H", "H", "Tl", "C", "H", "H", "O", "C", "C", "O", "O", "H", "C", "H"],
  "positions_angstrom": [[1.9544, -0.9015, -1.5759], [2.6359, -0.9825, 0.4576], [0.2217, 0.6351, -4.0482], [-2.8634, 2.6405, -1.6046], [-1.3355, 0.4555, -0.0161], [0.9671, -0.8259, -2.6689], [1.4888, -1.2576, -3.5287], [0.1168, -1.4617, -2.3949], [0.4792, -0.5591, 0.0917], [1.5962, -0.8333, -0.3259], [-1.3670, 1.9085, -2.5167], [-2.1331, 2.0292, -1.4507], [-0.5336, 0.9561, -2.1642], [2.5492, -0.4310, 1.2474], [0.5613, 0.5787, -3.0083], [1.4097, 1.2816, -2.7393]],
  "mulliken_charge": [-0.35, -0.41, 0.43, 0.41, 0.52, -0.55, 0.37, 0.37, -0.55, 0.96, -0.31, -0.23, -0.03, 0.38, -0.32, 0.32],
  "homo_lumo_gap_ev": 9.153,
  "charge": 1,
  "e_homo_ev": -12.87,
  "lumo_energy_ev": -3.720,
  "fmax_ev_per_a": 5.31
}


5.
{
  "formula": "C2H7N2O2",
  "method": "wB97M-V/def2-TZVPD",
  "symbols": ["O", "H", "H", "H", "N", "H", "N", "C", "H", "H", "O", "C", "H"],
  "positions_angstrom": [[0.9755, -1.3398, 0.2138], [-1.6771, -1.6030, -0.7436], [-2.6551, -0.4205, -0.2673], [1.2198, 1.8777, -0.6325], [0.5218, -0.1052, -0.0054], [1.7829, -1.2988, -0.3250], [-0.7571, 0.1793, 0.0519], [-1.7745, -0.8312, -0.0026], [-1.6889, -1.5790, 0.7461], [1.2552, 1.7237, 0.9183], [-1.0893, 1.3557, -0.0224], [1.3886, 1.0778, 0.0743], [2.4982, 0.9634, -0.0057]],
  "mulliken_charge": [-0.36, 0.38, 0.38, 0.34, 0.26, 0.43, 0.57, -0.81, 0.36, 0.36, -0.50, -0.72, 0.31],
  "homo_lumo_gap_ev": 9.892,
  "charge": 1,
  "e_homo_ev": -15.70,
  "smiles": "CN(O)[N+](C)=O",
  "lumo_energy_ev": -5.809,
  "fmax_ev_per_a": 3.49
}


6.
{
  "formula": "C27H43BF6IrN6O7S5SeSi",
  "method": "wB97M-V/def2-TZVPD",
  "symbols": ["S", "F", "H", "C", "H", "H", "H", "C", "C", "H", "F", "O", "H", "C", "H", "H", "H", "C", "C", "H", "H", "O", "C", "F", "H", "N", "S", "C", "C", "H", "H", "S", "H", "H", "H", "Ir", "H", "Si", "C", "H", "H", "H", "H", "H", "C", "C", "C", "H", "H", "C", "C", "H", "F", "N", "O", "H", "H", "H", "H", "Se", "H", "O", "H", "O", "S", "C", "O", "C", "H", "H", "H", "N", "C", "C", "H", "C", "C", "C", "H", "O", "H", "H", "C", "H", "N", "H", "F", "F", "S", "H", "C", "N", "C", "C", "N", "H", "B", "C"],
  "positions_angstrom": [[2.3608, 0.9899, 3.4592], [1.7820, -2.8929, 4.6831], [-1.1624, 1.6802, 6.3673], [-3.2400, 0.0289, -4.4142], [1.6254, 4.0854, 2.3825], [-5.2604, -2.4052, 0.1240], [-3.7479, -3.3846, 1.9425], [4.1399, 4.0929, -0.9373], [3.4580, 0.2102, -3.6497], [-4.7264, -0.9953, 2.2098], [0.4037, -3.6998, 3.2223], [3.6728, 0.5292, 3.1393], [5.0583, 4.1404, -1.4933], [-4.3710, -1.9774, -0.3416], [-3.0760, -0.3760, 2.4291], [-3.9781, -2.6869, -1.0719], [4.2880, 5.4435, 0.8155], [-1.0854, -5.4249, -1.6730], [-1.2870, 4.3633, 4.5571], [-0.2912, 1.1732, -3.0223], [2.8243, -2.4531, -0.6238], [1.8066, -1.4714, 1.8703], [2.5593, 2.0733, 4.9692], [1.9104, 3.2222, 4.7860], [-1.5854, -3.0042, -4.0866], [3.0947, 3.3067, -1.3444], [0.6333, -0.7441, -1.1226], [0.5907, -3.8448, -2.6447], [-1.2020, 2.2854, 5.4683], [-3.8506, 0.9341, -1.9147], [0.6628, 5.0106, 1.2194], [0.8471, -1.1701, 2.9355], [-3.0542, 2.2720, -2.7640], [4.4008, -1.8625, -0.0825], [-2.1460, -2.6613, 2.2119], [1.0342, 0.5616, 0.7009], [1.1902, -3.9973, -1.7455], [-1.3553, -1.4852, -1.2579], [-1.2815, 2.4782, 3.0954], [0.9234, -4.5442, -3.4143], [-4.6588, -1.0681, -0.8718], [2.1091, 5.7415, 1.9457], [-3.4755, 0.9431, -4.9619], [-1.3087, 5.4353, 4.7219], [-3.8442, -0.6159, 1.6912], [-2.2783, 0.3207, -3.2707], [-1.2293, 1.6715, 4.2240], [3.8421, -1.9692, -3.7545], [-1.2124, 0.5958, 4.1401], [-2.8932, 1.3048, -2.2839], [-3.3198, -1.6567, 0.7159], [-1.4155, 4.5214, 2.4186], [2.0955, 1.4806, 6.0557], [1.3660, -0.1100, 3.9849], [-2.1621, -1.0649, 0.0913], [-2.7715, -4.1081, -3.3879], [-4.1182, 0.2974, 1.1589], [-2.2264, 1.4519, -1.4318], [-2.7895, -0.6850, -5.1056], [-1.3872, 1.7385, 1.3471], [0.7607, -2.8258, -2.9991], [-1.3628, -3.1084, -1.4008], [1.9176, 2.6389, -3.1842], [-2.0714, -0.9403, -2.6250], [3.3140, 0.7240, 0.2181], [-1.3335, 3.8562, 3.2679], [-0.5062, -0.9423, 2.5104], [0.6669, -2.6560, 3.9993], [3.3771, 0.6020, -4.6478], [-0.4587, 0.0990, -4.4114], [-4.1652, -0.4013, -4.0279], [-1.2216, 3.6042, 5.6492], [-0.8861, -4.0734, -2.3418], [-1.7128, -3.9809, -3.6198], [-1.4108, -4.7583, -4.3239], [3.7676, 4.7353, 0.1965], [2.1136, 3.4318, -0.4490], [3.8158, -2.1445, -0.9531], [-2.4409, -3.6259, 0.7619], [1.6984, 1.8883, 2.4725], [-0.5537, -5.4517, -0.7207], [3.8692, 3.0802, -3.4216], [-0.9645, 0.8660, -3.8209], [-1.1640, 1.7307, -4.4573], [3.3351, 1.0270, -2.5527], [-2.1454, -5.5978, -1.4813], [3.8484, 2.3356, 5.1196], [-0.3337, -2.4713, 4.8513], [0.6412, 2.4997, -0.4890], [4.3048, -2.9507, -1.4944], [1.6680, 4.8165, 1.5835], [3.6956, -1.0003, -1.8468], [3.6851, -1.0523, -3.2152], [3.4507, 0.2699, -1.4603], [2.4847, 4.3280, 0.4783], [-0.7082, -6.2280, -2.3086], [3.0273, 2.5680, -2.7243], [-2.8897, -2.9165, 1.4569]],
  "mulliken_charge": [0.90, -0.21, 0.42, -2.08, 0.29, 0.53, 0.46, -0.58, -0.90, 0.51, -0.18, -0.68, 0.52, -1.34, 0.04, 0.04, 0.47, -1.87, -0.54, 0.03, 0.12, -0.51, 0.43, -0.19, 0.23, -0.05, 0.82, -1.43, -0.68, 0.24, 0.34, 0.05, 0.55, 0.33, 0.02, 2.35, 0.22, -3.12, 0.75, 0.55, 0.24, 0.44, 0.40, 0.38, -1.66, 1.78, -0.23, 0.53, 0.40, -1.31, 1.78, 0.55, -0.20, -0.21, 2.38, 0.30, 0.29, 0.12, 0.39, -0.10, 0.23, -0.25, -0.04, 0.35, -0.39, -0.45, -0.29, 0.35, 0.53, 0.26, 0.41, -0.60, 1.81, -1.62, 0.48, -0.49, -0.63, -0.73, 0.00, -0.74, 0.32, -0.20, -1.18, 0.53, 0.56, 0.36, -0.23, -0.21, 0.01, 0.37, -1.02, 0.34, -0.36, -0.38, 0.28, 0.44, 0.25, -1.19],
  "homo_lumo_gap_ev": [7.443, 6.051],
  "multiplicity": 2,
  "e_homo_ev": [-7.98, -7.97],
  "lumo_energy_ev": [-0.540, -1.919],
  "fmax_ev_per_a": 2.25
}